A cluster of 9 separate species, C57H76Br2O27 in total at a distorted geometry, computed with ωB97M-V with the def2-TZVPD basis set.

Positions of all 162 atoms, in Å:
C1 6.916 -2.482 2.931
C2 6.540 -2.389 1.348
C3 4.926 -2.319 1.273
C4 4.378 -1.514 -0.026
C5 3.526 -0.184 0.372
C6 2.321 -0.012 -0.684
C7 1.587 1.400 -0.628
C8 2.091 2.637 -1.465
C9 1.373 4.036 -1.418
C10 2.054 5.161 -2.348
C11 1.234 5.118 -3.759
O1 1.152 3.734 -4.238
C12 0.114 4.306 -0.497
C13 -0.503 5.771 -0.510
Br1 -2.479 5.903 -0.404
C14 0.278 6.823 0.467
C15 -0.112 6.691 2.009
C16 -0.343 3.096 0.351
C17 0.352 1.679 0.276
C18 -0.273 0.492 1.181
O2 0.414 -0.368 1.786
C19 -1.887 0.543 1.272
C20 -2.738 -0.745 1.238
C21 -4.303 -0.583 1.280
C22 -5.013 0.817 1.359
C23 -6.632 0.892 1.371
C24 -7.214 1.648 0.042
C25 -7.332 -0.552 1.415
C26 -7.300 -1.369 0.030
C27 -7.034 -2.952 0.188
C28 -4.139 2.134 1.424
C29 -4.813 3.577 1.554
C30 -5.513 3.862 2.966
C31 -4.565 3.668 4.246
Br2 -6.070 5.806 2.970
C32 -2.587 1.955 1.355
C33 -1.554 3.202 1.362
O3 -1.786 4.105 2.200
H1 7.217 -1.466 3.371
H2 5.961 -2.816 3.493
H3 7.709 -3.281 3.154
H4 6.965 -3.296 0.775
H5 6.923 -1.387 0.926
H6 4.516 -1.775 2.193
H7 4.513 -3.399 1.334
H8 5.298 -1.253 -0.667
H9 3.722 -2.271 -0.601
H10 4.201 0.750 0.378
H11 3.073 -0.371 1.403
H12 2.674 -0.173 -1.760
H13 1.532 -0.803 -0.398
H14 3.020 2.502 -2.123
H15 1.883 6.177 -1.822
H16 3.168 4.992 -2.527
H17 0.147 5.400 -3.477
H18 1.681 5.806 -4.553
H19 0.321 3.599 -4.741
H20 -0.264 6.187 -1.566
H21 -0.089 7.868 0.122
H22 1.394 6.770 0.235
H23 -1.231 6.655 2.223
H24 0.445 7.476 2.652
H25 0.309 5.674 2.373
H26 -2.272 -1.788 1.154
H27 -4.886 -1.574 1.212
H28 -7.041 1.488 2.259
H29 -7.449 2.759 0.272
H30 -8.190 1.197 -0.336
H31 -6.362 1.634 -0.732
H32 -6.777 -1.188 2.202
H33 -8.414 -0.460 1.809
H34 -6.585 -0.913 -0.748
H35 -8.355 -1.270 -0.440
H36 -7.000 -3.247 1.291
H37 -6.027 -3.164 -0.343
H38 -7.828 -3.598 -0.342
H39 -4.093 4.448 1.353
H40 -5.643 3.685 0.754
H41 -6.473 3.279 3.159
H42 -3.457 3.864 4.061
H43 -4.728 2.655 4.781
H44 -4.900 4.461 5.021
O4 4.816 -1.014 -2.655
C34 4.587 -0.329 -3.614
O5 4.830 1.009 -3.675
C35 4.641 1.407 -5.028
C36 3.724 0.352 -5.565
O6 4.049 -0.787 -4.776
H45 4.205 2.406 -5.082
H46 5.612 1.416 -5.532
H47 2.669 0.598 -5.413
H48 3.893 0.152 -6.623
O7 11.633 0.769 -2.898
C37 10.768 0.178 -2.318
O8 9.641 0.759 -1.820
C38 8.774 -0.292 -1.416
C39 9.713 -1.434 -1.177
O9 10.783 -1.161 -2.071
H49 8.219 -0.014 -0.519
H50 8.065 -0.495 -2.224
H51 10.101 -1.450 -0.154
H52 9.259 -2.401 -1.398
O10 -7.349 -3.517 -2.910
C40 -6.318 -3.299 -3.482
O11 -5.549 -2.194 -3.285
C41 -4.318 -2.413 -3.964
C42 -4.685 -3.421 -5.013
O12 -5.766 -4.126 -4.409
H53 -3.941 -1.488 -4.389
H54 -3.584 -2.800 -3.249
H55 -5.036 -2.961 -5.933
H56 -3.862 -4.098 -5.247
O13 -3.814 -1.684 -6.575
C43 -3.668 -0.497 -6.691
O14 -3.454 0.355 -5.653
C44 -3.109 1.616 -6.211
C45 -3.717 1.556 -7.579
O15 -3.697 0.166 -7.877
H57 -3.513 2.431 -5.609
H58 -2.019 1.703 -6.240
H59 -4.753 1.906 -7.592
H60 -3.142 2.119 -8.315
O16 5.322 -4.808 5.376
C46 4.224 -4.332 5.487
O17 3.914 -3.031 5.219
C47 2.497 -2.925 5.251
C48 2.091 -4.078 6.117
O18 3.127 -5.025 5.899
H61 2.188 -1.964 5.665
H62 2.113 -3.012 4.230
H63 2.069 -3.816 7.179
H64 1.121 -4.491 5.834
O19 -8.383 -2.438 3.183
C49 -7.704 -2.755 4.116
O20 -6.354 -2.924 4.062
C50 -5.897 -3.071 5.399
C51 -7.116 -3.558 6.122
O21 -8.181 -2.994 5.369
H65 -5.070 -3.780 5.451
H66 -5.554 -2.098 5.764
H67 -7.207 -4.648 6.102
H68 -7.150 -3.218 7.158
O22 0.828 0.005 -7.887
C52 1.012 -1.142 -7.591
O23 2.195 -1.635 -7.132
C53 1.948 -2.961 -6.682
C54 0.727 -3.357 -7.455
O24 0.068 -2.117 -7.670
H69 2.802 -3.607 -6.890
H70 1.773 -2.941 -5.602
H71 0.971 -3.801 -8.424
H72 0.089 -4.046 -6.900
O25 3.379 -1.500 9.652
C55 4.513 -1.628 9.288
O26 5.439 -2.404 9.915
C56 6.573 -2.474 9.062
C57 6.446 -1.235 8.229
O27 5.042 -1.016 8.193
H73 7.496 -2.492 9.644
H74 6.511 -3.388 8.465
H75 6.927 -0.368 8.691
H76 6.844 -1.367 7.222

Summary:
orbital gap	7.7	eV
SMILES string	CCCCCCc1cc(CCO)c([C@@H](Br)CC)c2c1C(=O)c1ccc([C@@H](C)CCC)c(C[C@@H](C)Br)c1C2=O.O=C1OCCO1.O=C1OCCO1.O=C1OCCO1.O=C1OCCO1.O=C1OCCO1.O=C1OCCO1.O=C1OCCO1.O=C1OCCO1
E_tot	-255697.044	eV
HOMO	-8.62	eV
largest force on an atom	0.0824	Eh/bohr

=====

A cluster of 2 separate species, CH4FP in total at a distorted geometry, computed with ωB97M-V with the def2-TZVPD basis set.

Positions of all 7 atoms, in Å:
C1 1.696 -0.230 0.453
P1 0.413 0.354 -0.478
H1 1.713 -0.915 1.310
H2 2.719 0.033 0.197
H3 -0.647 0.214 0.404
F1 -3.185 0.151 -0.590
H4 -2.708 0.393 -1.296

Summary:
orbital gap	9.4	eV
SMILES string	C=P.F
E_tot	-13106.316	eV
energy above the lowest of the compared OMol25 structures with the same formula, charge and spin	44.28	kcal/mol
HOMO	-9.58	eV
largest force on an atom	0.0512	Eh/bohr

=====

A cluster of 6 separate species, C16H38Cl4N3O7P in total at a distorted geometry, computed with ωB97M-V with the def2-TZVPD basis set.

Positions of all 69 atoms, in Å:
C1 -1.703 0.267 0.879
O1 -1.603 0.858 -0.419
P1 -2.904 1.422 -1.142
O2 -4.127 0.674 -0.900
O3 -3.008 2.952 -0.728
C2 -3.496 3.257 0.584
O4 -2.388 1.567 -2.616
C3 -2.280 0.350 -3.372
H1 -2.742 0.146 1.182
H2 -1.209 0.940 1.584
H3 -1.216 -0.703 0.871
H4 -2.783 3.929 1.060
H5 -3.727 2.376 1.180
H6 -4.438 3.806 0.508
H7 -2.533 -0.566 -2.833
H8 -1.242 0.189 -3.667
H9 -2.916 0.395 -4.252
C4 5.688 3.356 4.153
N1 4.423 3.288 3.442
C5 3.527 2.288 3.650
C6 2.270 2.336 2.810
O5 3.721 1.371 4.435
H10 6.480 3.617 3.445
H11 5.931 2.386 4.566
H12 5.645 4.160 4.887
H13 4.106 4.094 2.933
H14 2.156 1.353 2.352
H15 2.251 3.136 2.074
H16 1.392 2.434 3.451
C7 2.374 -0.635 0.520
N2 1.264 -1.285 -0.140
C8 0.908 -1.194 -1.448
C9 1.879 -0.581 -2.412
O6 -0.153 -1.652 -1.841
H17 2.093 -0.433 1.550
H18 2.657 0.285 0.016
H19 3.262 -1.276 0.511
H20 0.673 -1.898 0.399
H21 2.004 -1.256 -3.258
H22 2.838 -0.256 -2.024
H23 1.432 0.305 -2.877
C10 -0.566 -4.752 1.437
N3 -1.536 -3.979 2.167
C11 -2.583 -3.387 1.525
C12 -3.512 -2.600 2.423
O7 -2.782 -3.540 0.338
H24 0.148 -5.168 2.144
H25 0.035 -4.118 0.771
H26 -1.045 -5.506 0.821
H27 -1.339 -3.646 3.094
H28 -2.916 -2.069 3.183
H29 -4.214 -3.226 2.969
H30 -4.044 -1.778 1.952
Cl1 -2.531 -3.497 -4.518
C13 -1.014 -3.985 -3.677
C14 0.184 -3.502 -4.449
Cl2 0.339 -4.344 -6.024
H31 -1.032 -5.071 -3.632
H32 -1.094 -3.553 -2.687
H33 1.114 -3.744 -3.940
H34 0.127 -2.430 -4.617
Cl3 0.876 5.112 0.274
C15 0.373 3.495 -0.286
C16 0.397 3.378 -1.782
Cl4 2.038 3.309 -2.494
H35 -0.672 3.387 -0.001
H36 0.942 2.718 0.216
H37 -0.110 4.232 -2.220
H38 -0.087 2.460 -2.103

Summary:
orbital gap	10.0	eV
SMILES string	COP(=O)(OC)OC.CNC(C)=O.CNC(C)=O.CNC(C)=O.ClCCCl.ClCCCl
E_tot	-95393.758	eV
HOMO	-9.89	eV
largest force on an atom	0.0285	Eh/bohr

=====

A structure of composition C4H8N2O2 at a distorted geometry, computed with ωB97M-V with the def2-TZVPD basis set.

Positions of all 16 atoms, in Å:
C1 -0.152 -0.824 0.430
C2 -0.905 -2.066 0.042
C3 -0.674 0.914 -0.249
N1 -0.690 1.850 0.760
C4 1.162 -0.581 -0.084
O1 2.118 1.549 -0.533
N2 1.168 0.526 -0.763
O2 -1.472 0.897 -1.152
H1 2.193 2.012 -1.378
H2 -0.294 -0.464 1.443
H3 0.131 1.954 1.334
H4 -1.225 2.685 0.572
H5 1.985 -1.281 -0.192
H6 -1.815 -1.804 -0.505
H7 -1.197 -2.659 0.909
H8 -0.335 -2.708 -0.635

Summary:
orbital gap (alpha / beta)	8.4 / 8.4	eV
E_tot	-11348.409	eV
energy above the lowest of the compared OMol25 structures with the same formula, charge and spin	131.54	kcal/mol
HOMO (alpha / beta)	-8.37 / -8.37	eV
largest force on an atom	0.0757	Eh/bohr

=====

The molecule C4H9NO, computed with ωB97M-V with the def2-TZVPD basis set.

Positions of all 15 atoms, in Å:
C1 -0.089 1.086 -0.935
C2 -0.397 -0.798 1.736
C3 0.757 0.068 -0.427
N1 -1.519 0.764 -0.911
C4 1.756 -0.743 -0.751
O1 0.461 0.200 1.110
H1 -1.819 0.265 -1.745
H2 -2.081 1.602 -0.838
H3 0.297 1.611 -1.810
H4 0.024 1.153 0.715
H5 -0.538 -0.493 2.772
H6 -1.342 -0.839 1.196
H7 0.124 -1.752 1.695
H8 1.940 -0.960 -1.794
H9 2.426 -1.164 -0.013

Summary:
orbital gap	8.3	eV
E_tot	-7826.937	eV
energy above the lowest of the compared OMol25 structures with the same formula, charge and spin	124.14	kcal/mol
HOMO	-7.33	eV
largest force on an atom	0.0054	Eh/bohr

=====

A structure of composition C13H18N2Pb at a distorted geometry, computed with ωB97M-V with the def2-TZVPD basis set.

Positions of all 34 atoms, in Å:
C1 -0.372 1.328 -3.234
C2 1.009 1.640 -3.118
C3 1.185 2.459 -1.981
C4 -0.082 2.675 -1.380
C5 -1.050 1.979 -2.159
Pb1 -0.112 -1.289 -1.218
N1 -3.017 -0.149 -0.303
C6 0.510 -3.394 -1.730
C7 1.862 -3.193 -2.078
H1 2.140 2.886 -1.631
H2 1.797 1.329 -3.823
H3 -0.295 3.279 -0.499
H4 -2.128 1.965 -1.978
H5 -0.853 0.792 -4.052
H6 2.151 -3.080 -3.089
H7 0.218 -3.863 -0.721
H8 -2.703 -1.091 -0.071
H9 2.561 -3.604 -1.433
H10 -0.373 -3.174 -2.481
C8 2.368 -0.197 2.275
C9 0.924 -0.049 2.541
C10 0.358 0.370 3.780
C11 -1.026 0.486 3.580
C12 -1.254 0.140 2.213
C13 -2.567 0.237 1.559
N2 -0.069 -0.229 1.603
H11 2.599 -1.164 1.808
H12 2.913 -0.133 3.228
H13 2.729 0.616 1.627
H14 0.904 0.569 4.700
H15 -1.824 0.800 4.238
H16 -3.223 -0.568 1.884
H17 -2.992 1.240 1.658
H18 -2.289 0.389 0.286

Summary:
orbital gap (alpha / beta)	3.9 / 3.9	eV
E_tot	-21989.848	eV
energy above the lowest of the compared OMol25 structures with the same formula, charge and spin	68.07	kcal/mol
HOMO (alpha / beta)	-6.52 / -6.52	eV
largest force on an atom	0.1262	Eh/bohr

=====

A structure of composition C4H5AgO at a distorted geometry, computed with ωB97M-V with the def2-TZVPD basis set.

Positions of all 11 atoms, in Å:
H1 -2.002 -0.073 0.519
C1 1.388 -0.506 -1.565
C2 0.391 0.126 -0.893
C3 -0.616 -0.574 -0.147
C4 -0.927 -0.184 1.215
O1 -0.489 0.793 1.809
Ag1 -0.976 2.366 3.894
H2 1.461 -1.596 -1.575
H3 0.366 1.219 -0.869
H4 2.209 0.056 -2.011
H5 -0.806 -1.626 -0.376

Summary:
orbital gap (alpha / beta)	5.9 / 6.5	eV
<S²>	0.76
2S+1	2
E_tot	-10263.166	eV
total charge	+1
energy above the lowest of the compared OMol25 structures with the same formula, charge and spin	61.59	kcal/mol
HOMO (alpha / beta)	-12.28 / -12.87	eV
largest force on an atom	0.0638	Eh/bohr